Entry 1:
Below is a cluster of 2 separate species, CHBr3O in total at a distorted geometry, with properties calculated with ωB97M-V/def2-TZVPD.

Last column: natural (NBO) charge in e.
Geometry (Å):
Br 1.539 2.218 0.649  0.191
Br 3.137 -0.641 0.580  0.298
C 1.537 0.258 0.353  0.285
O 0.592 -0.323 -0.290  -0.699
Br 0.456 -0.674 3.040  -0.670
H -0.266 -0.494 0.318  0.595

Charge   0
Gap between HOMO and LUMO (spin up / spin down)   6.068 / 6.117 eV
Multiplicity   1

Entry 2:
Below is an isolated molecule of CHBrClNO2 at a distorted geometry, with properties calculated with ωB97M-V/def2-TZVPD.

Last column: natural (NBO) charge in e.
Geometry (Å):
O -1.050 -1.243 -2.410  -0.360
O 0.813 -0.218 -1.998  -0.325
Cl 0.203 -2.027 0.635  0.078
C -0.571 -0.693 -0.186  -0.261
H -0.190 0.356 0.163  0.267
Br -2.498 -0.570 -0.158  0.117
N -0.218 -0.715 -1.661  0.484

Charge   0
Gap between HOMO and LUMO   10.386 eV
SMILES   O=[N+]([O-])[C@H](Cl)Br
Multiplicity   1

Entry 3:
Below is a cluster of 2 separate species, CHBrF3N in total at a distorted geometry, with properties calculated with ωB97M-V/def2-TZVPD.

Last column: natural (NBO) charge in e.
Geometry (Å):
F -0.137 -1.526 0.421  -0.282
N 0.044 0.696 0.659  -0.406
Br -2.760 0.983 -0.165  -0.013
C 0.445 -0.455 0.048  0.995
F 1.877 -0.626 0.314  -0.340
H 0.313 1.390 -0.017  0.363
F 0.219 -0.461 -1.260  -0.317

Charge   0
Gap between HOMO and LUMO (spin up / spin down)   6.319 / 6.392 eV
Multiplicity   1

Relative energy (zero: lowest compared OMol25 entry of this formula, charge and spin) (computed, kcal/mol): 56.5; 0.2; 71.0
Energy (computed, eV): -213225.4249; -89199.5915; -80734.3993